No. 1
66
Properties=species:S:1:pos:R:3:nbo_charge:R:1 method="wB97M-V/def2-TZVPD" e_above_lowest_kj_mol=129.36 homo_energy_ev="-7.694 / -7.702" spin_multiplicity=2 orbital_gap_ev="7.435 / 7.694"
Fe 0.197 -0.320 -0.056 1.4467
C 2.879 -0.857 -1.101 -0.4246
N 2.432 -0.036 0.062 -0.4482
C 3.029 -0.609 1.284 -0.2257
C 2.417 -0.126 2.596 -0.4111
C 1.060 -0.727 2.895 -0.2361
N 0.002 -0.085 2.094 -0.4733
C -1.028 0.346 2.705 0.1969
C -2.205 0.893 2.075 -0.2777
C -3.127 1.608 2.859 -0.1353
C -4.287 2.109 2.322 -0.2811
C -4.543 1.873 0.961 -0.1591
C -3.660 1.159 0.182 -0.2996
C -2.465 0.641 0.720 0.4697
O -1.671 -0.065 -0.034 -0.7517
C 2.911 1.339 -0.204 -0.2188
C 2.430 2.529 0.643 -0.4037
C 0.912 2.619 0.867 -0.2413
N 0.273 1.948 -0.241 -0.4745
C -0.453 2.600 -1.056 0.2035
C -1.036 2.031 -2.257 -0.2511
C -1.915 2.797 -3.017 -0.1382
C -2.459 2.312 -4.192 -0.2861
C -2.100 1.028 -4.642 -0.1668
C -1.233 0.251 -3.915 -0.2779
C -0.682 0.718 -2.685 0.4227
O 0.124 -0.046 -2.018 -0.7576
H 3.966 -0.788 -1.221 0.1793
H 2.396 -0.502 -2.004 0.2366
H 2.605 -1.884 -0.943 0.2317
H 4.106 -0.410 1.300 0.1873
H 2.895 -1.686 1.211 0.2296
H 2.333 0.959 2.630 0.2035
H 3.106 -0.422 3.390 0.2248
H 0.833 -0.661 3.961 0.1886
H 1.085 -1.777 2.622 0.2292
H -1.048 0.301 3.797 0.1757
H -2.900 1.774 3.909 0.2050
H -4.988 2.661 2.933 0.2156
H -5.454 2.257 0.516 0.2141
H -3.855 0.964 -0.867 0.2315
H 2.639 1.541 -1.239 0.2207
H 4.004 1.334 -0.152 0.1903
H 2.756 3.407 0.081 0.2186
H 2.933 2.570 1.610 0.2032
H 0.604 3.662 0.968 0.1910
H 0.624 2.091 1.769 0.2084
H -0.653 3.662 -0.884 0.1703
H -2.179 3.792 -2.667 0.2045
H -3.153 2.916 -4.762 0.2115
H -2.513 0.651 -5.569 0.2120
H -0.942 -0.741 -4.238 0.2204
C -1.438 -3.101 -0.527 -0.6436
C -0.017 -3.245 0.015 0.0938
O 0.616 -2.048 0.260 -0.7657
C -0.076 -4.027 1.346 0.9685
F -0.858 -3.369 2.219 -0.3282
F 1.127 -4.151 1.925 -0.3226
F -0.581 -5.255 1.212 -0.3167
C 0.811 -4.043 -1.021 0.9602
F 2.069 -4.266 -0.614 -0.3236
F 0.279 -5.227 -1.331 -0.3181
F 0.890 -3.338 -2.161 -0.3201
H -2.028 -2.540 0.194 0.2426
H -1.906 -4.066 -0.714 0.2311
H -1.394 -2.529 -1.454 0.2392


No. 2
15
Properties=species:S:1:pos:R:3:nbo_charge:R:1 method="wB97M-V/def2-TZVPD" e_above_lowest_kj_mol=59.36 homo_energy_ev=-14.743 charge=+1 orbital_gap_ev=10.340
C 1.181 0.892 -0.731 0.1780
N 0.216 0.206 -1.161 -0.5735
H 2.161 0.487 -0.504 0.2243
H 1.093 1.971 -0.689 0.2255
H -0.744 0.528 -1.109 0.4506
H 0.213 -0.790 -1.410 0.4548
H 0.273 -3.175 -0.964 0.4840
H -1.138 -2.901 -0.610 0.4886
O -0.257 -2.528 -0.477 -0.9525
H -0.171 -0.153 2.911 0.4932
H 1.242 -0.805 2.496 0.4870
O 0.462 -0.334 2.216 -0.9774
H -2.218 1.882 -0.176 0.4871
H -1.394 3.001 -0.260 0.4948
O -1.260 2.049 -0.120 -0.9645


No. 3
11
Properties=species:S:1:pos:R:3:nbo_charge:R:1 method="wB97M-V/def2-TZVPD" e_above_lowest_kj_mol=30.03 homo_energy_ev=-8.234 smiles=N[PH]#S#[PH]N orbital_gap_ev=9.010
N -2.135 -0.404 -0.798 -1.1735
P -1.363 0.056 0.694 0.5882
S -0.050 1.635 0.072 -0.4308
P 1.337 0.052 -0.685 0.6980
N 2.176 -0.419 0.633 -1.1719
H -1.435 -0.698 -1.455 0.3921
H -2.924 -1.025 -0.655 0.3874
H -2.397 1.029 1.163 -0.0290
H 2.291 0.793 -1.304 -0.0548
H 2.988 -0.156 1.101 0.4008
H 1.512 -0.863 1.234 0.3935


No. 4
14
Properties=species:S:1:pos:R:3:nbo_charge:R:1 method="wB97M-V/def2-TZVPD" e_above_lowest_kj_mol=592.97 homo_energy_ev=-8.445 smiles="C=NN1C[C@@H]1C" orbital_gap_ev=9.344
C 2.288 -0.343 -0.013 -0.0848
N 1.044 -0.525 0.329 -0.2728
N 0.340 0.228 -0.452 -0.2891
C -0.430 1.425 0.399 -0.3210
C -1.023 0.306 -0.375 -0.0570
C -1.922 -0.976 0.081 -0.6622
H 2.525 0.364 -0.815 0.1685
H 3.222 -1.152 0.166 0.1841
H -0.241 2.551 0.064 0.2485
H -0.546 0.992 1.427 0.2215
H -1.534 0.666 -1.179 0.1886
H -2.065 -1.846 -0.608 0.2310
H -1.512 -1.626 1.048 0.2321
H -3.022 -0.332 0.211 0.2125


No. 5
84
Properties=species:S:1:pos:R:3:mulliken_charge:R:1 method="wB97M-V/def2-TZVPD" homo_energy_ev=-9.988 smiles=C[C@H](F)[C@@](Cl)(CN)OCCCCO.FC(F)C(F)(F)COC(F)(F)C(F)F.FC(F)C(F)(F)COC(F)(F)C(F)F.FC(F)C(F)(F)COC(F)(F)C(F)F orbital_gap_ev=10.269
C 1.346 -0.738 -3.932 -1.8086
C 0.628 -0.260 -2.703 -0.2527
F 0.009 -1.284 -2.076 -0.2811
C -0.350 0.897 -2.879 0.8275
Cl -0.463 1.657 -1.219 -0.2467
C 0.142 1.990 -3.826 -1.1327
N -0.895 2.378 -4.776 -0.4846
O -1.644 0.530 -3.097 0.3800
C -1.842 -0.342 -4.192 -0.2678
C -3.315 -0.399 -4.541 -1.3879
C -4.221 0.217 -3.492 0.2073
C -4.516 1.683 -3.760 -0.5859
O -5.887 1.968 -3.540 -0.5711
H 0.758 -0.653 -4.816 0.3502
H 1.647 -1.755 -3.840 0.4369
H 2.205 -0.120 -4.085 0.5010
H 1.374 0.079 -2.018 0.5392
H 1.013 1.718 -4.385 0.4742
H 0.418 2.841 -3.246 0.4363
H -0.460 2.893 -5.520 0.2345
H -1.537 3.020 -4.343 0.2014
H -1.502 -1.340 -4.000 0.2483
H -1.319 0.019 -5.048 0.3704
H -3.589 -1.428 -4.636 0.4533
H -3.472 0.029 -5.503 0.4379
H -5.166 -0.274 -3.509 0.5970
H -3.823 0.067 -2.513 -0.4191
H -3.883 2.323 -3.169 0.3581
H -4.301 1.898 -4.783 0.1540
H -5.955 2.516 -2.763 0.3412
F 3.497 1.605 0.403 -0.2274
C 2.745 2.613 -0.093 0.7735
F 3.071 2.758 -1.404 -0.2754
C 3.033 3.922 0.642 0.8159
F 4.321 4.281 0.448 -0.2885
F 2.253 4.875 0.059 -0.3200
C 2.703 3.954 2.143 -0.7642
O 3.768 3.688 3.037 -0.4066
C 4.047 2.380 3.327 0.7417
F 3.090 1.572 2.823 -0.2002
F 4.024 2.245 4.669 -0.3295
C 5.445 1.982 2.857 0.1542
F 5.568 2.158 1.531 -0.2006
F 5.638 0.668 3.133 -0.2197
H 1.695 2.326 -0.031 -0.2890
H 2.413 4.980 2.354 0.4331
H 1.834 3.340 2.373 0.3674
H 6.200 2.580 3.371 0.2526
F 3.414 -4.619 3.385 -0.2177
C 3.350 -3.737 4.406 0.0080
F 2.791 -4.361 5.471 -0.2809
C 2.490 -2.532 4.031 0.9060
F 1.215 -2.923 3.821 -0.2384
F 2.488 -1.712 5.121 -0.3449
C 2.971 -1.683 2.847 -0.4095
O 2.370 -1.942 1.597 -0.1420
C 2.844 -2.940 0.800 0.6205
F 3.992 -3.457 1.276 -0.3351
F 3.111 -2.400 -0.410 -0.2720
C 1.784 -4.019 0.592 0.5653
F 1.423 -4.549 1.776 -0.2453
F 2.307 -5.004 -0.175 -0.2961
H 4.362 -3.420 4.676 0.3069
H 2.669 -0.667 3.073 -0.0662
H 4.058 -1.662 2.777 0.4383
H 0.905 -3.597 0.100 0.0186
F -4.896 -2.324 1.794 -0.1823
C -5.464 -1.552 2.745 0.0513
F -6.772 -1.384 2.432 -0.2802
C -4.793 -0.180 2.804 0.8551
F -4.991 0.481 1.645 -0.2438
F -5.437 0.514 3.786 -0.3416
C -3.300 -0.160 3.162 -0.7525
O -2.400 -0.082 2.082 -0.2964
C -2.028 -1.229 1.434 0.4030
F -2.470 -2.325 2.081 -0.3076
F -0.678 -1.271 1.435 -0.0355
C -2.485 -1.211 -0.021 1.1001
F -3.831 -1.099 -0.090 -0.2847
F -2.136 -2.379 -0.605 -0.2558
H -5.397 -2.057 3.712 0.2974
H -3.146 0.765 3.712 0.4173
H -3.039 -0.968 3.844 0.3371
H -2.027 -0.372 -0.548 -0.6241


No. 6
52
Properties=species:S:1:pos:R:3:nbo_charge:R:1 method="wB97M-V/def2-TZVPD" e_above_lowest_kj_mol=526.42 homo_energy_ev=-12.011 charge=+1 orbital_gap_ev=9.701
C 3.125 -1.117 1.135 -0.6347
C 2.073 -0.267 1.783 -0.3696
C 1.806 1.193 1.178 -0.4844
C 0.627 1.094 0.342 0.1663
C -0.699 0.646 0.406 -0.0712
N -1.277 0.757 -0.889 -0.4845
C -0.296 1.202 -1.792 0.2441
N 0.831 1.260 -1.045 -0.4669
H 3.216 -1.955 1.763 0.2309
H 2.931 -1.368 0.113 0.2223
H 4.121 -0.616 0.869 0.1943
H 2.239 -0.073 3.005 0.1913
H 1.034 -0.709 1.843 0.2319
H 2.738 1.426 0.638 0.2505
H 1.552 1.751 2.191 0.2600
H -1.353 0.297 1.222 0.2546
H -2.217 0.443 -1.066 0.4639
H -0.491 1.659 -2.850 0.2775
H 1.681 1.614 -1.448 0.4638
H -3.900 -4.535 0.497 0.4974
H -5.127 -4.241 1.480 0.4999
O -4.250 -4.068 1.279 -0.9529
H 0.910 -2.818 -0.559 0.4992
H 1.148 -3.595 -1.903 0.4741
O 1.411 -2.836 -1.403 -1.0010
H -1.106 -2.283 0.361 0.5087
H -0.258 -3.253 1.146 0.4708
O -0.168 -2.429 0.779 -0.9686
H -4.579 2.415 -1.281 0.4823
H -3.901 1.304 -0.700 0.4443
O -3.750 1.865 -1.326 -0.9212
H 4.660 2.491 -1.435 0.5180
H 3.521 2.663 -2.507 0.4748
O 3.695 2.409 -1.653 -0.9940
H -2.948 -1.197 0.881 0.4991
H -3.557 -2.632 0.704 0.5206
O -2.880 -1.992 0.376 -0.9897
H -3.446 0.480 3.549 0.4933
H -2.143 1.202 2.922 0.4994
O -2.836 0.578 2.740 -1.0090
H 6.403 1.782 0.302 0.4742
H 6.212 1.057 -0.915 0.4661
O 6.525 1.933 -0.640 -0.9260
H 3.321 0.108 -2.981 0.4733
H 2.420 -1.092 -2.443 0.5034
O 2.471 -0.350 -3.075 -0.9765
H -1.752 3.507 3.120 0.4917
H -1.068 2.670 4.108 0.4777
O -1.224 2.688 3.197 -0.9392
H -3.408 -1.288 -2.347 0.4597
H -3.804 -1.386 -0.908 0.4794
O -3.962 -0.854 -1.791 -0.9691


No. 7
16
Properties=species:S:1:pos:R:3:nbo_charge:R:1 method="wB97M-V/def2-TZVPD" homo_energy_ev="-5.670 / -10.757" spin_multiplicity=3 orbital_gap_ev="6.549 / 7.502"
C 0.931 0.580 -0.079 0.3045
C -0.140 -0.733 -2.220 -0.7036
C -0.119 1.056 2.141 -0.4021
C -0.247 -0.546 -0.698 0.7112
N 2.088 0.782 -0.646 -0.3386
N 2.771 1.494 0.300 0.1149
N 2.070 1.758 1.306 -0.1776
N 0.880 1.154 1.131 -0.2359
F -1.438 0.028 -0.415 -0.3435
F -0.188 -1.708 -0.009 -0.3313
H 0.911 -1.143 -2.544 0.2639
H -0.163 0.411 -2.514 0.2417
H -1.129 -1.227 -2.659 0.2525
H -0.964 1.675 2.175 0.2078
H -0.486 0.023 2.195 0.2125
H 0.433 1.267 2.979 0.2235


No. 8
11
Properties=species:S:1:pos:R:3:nbo_charge:R:1 method="wB97M-V/def2-TZVPD" e_above_lowest_kj_mol=0.00 homo_energy_ev=-13.034 charge=+1 orbital_gap_ev=9.398
C 1.346 1.104 0.316 -0.2550
C 1.239 0.348 1.418 -0.3428
C 0.153 -0.620 1.588 0.4149
O -0.900 -0.593 0.961 -0.5948
Cs -3.967 -0.768 -1.370 0.9981
H 2.147 1.836 0.210 0.2177
H 0.636 1.012 -0.508 0.1975
H 1.849 0.546 2.301 0.2303
H 0.241 -1.317 2.442 0.1335
H -1.126 -0.673 -3.405 0.0020
H -1.619 -0.876 -3.952 -0.0013